Entry 1:
Density functional theory data (ωB97M-V with the def2-TZVPD basis set) for a 3-piece molecular cluster, C3H9NO2 overall.

The value obtained for the frontier orbital gap is 8.89 eV. As for the total charge: 0. The energy above the lowest of the compared OMol25 structures with the same formula, charge and spin comes out at 366.9 kJ/mol.

Last column: Löwdin charge in e.
Cartesian coordinates (Å):
C -2.411 0.069 2.821  -0.007
C -1.424 0.903 2.360  -0.241
N -0.717 0.731 1.178  -0.045
C -1.219 0.008 0.233  -0.012
H -2.319 -0.993 2.460  0.068
H -2.664 0.000 3.882  0.049
H -1.045 1.557 3.149  0.098
H -1.009 0.351 -0.775  0.079
H -2.125 -0.591 0.418  0.072
O 3.223 -2.449 -5.218  -0.059
H 2.951 -3.307 -4.879  0.030
H 3.671 -2.638 -6.045  0.028
O 1.764 2.413 -0.173  -0.083
H 0.963 2.144 0.310  -0.007
H 2.361 1.803 0.279  0.029

=====

Entry 2:
Density functional theory data (ωB97M-V with the def2-TZVPD basis set) for C3H9NO2 as an isolated structure.

The value obtained for the frontier orbital gap (alpha / beta) is 7.67 / 7.68 eV. As for the total charge: 0. The energy above the lowest of the compared OMol25 structures with the same formula, charge and spin comes out at 716.7 kJ/mol.

Last column: Löwdin charge in e.
Cartesian coordinates (Å):
C -1.352 -0.464 -0.657  -0.108
N -0.546 -0.137 -1.683  0.044
C -0.452 -0.124 1.098  -0.170
C 0.476 -1.062 1.357  0.019
H 0.137 -0.833 -1.953  0.102
H -0.119 0.814 -1.559  0.071
H -1.633 -1.506 -0.561  0.100
H -2.139 0.248 -0.438  0.102
H -1.198 0.103 1.857  0.080
H 0.563 -1.568 2.313  0.062
H 1.233 -1.293 0.615  0.064
O 0.620 1.845 -0.371  -0.340
O 1.936 1.222 -0.472  -0.165
H 2.486 1.883 -0.034  0.068
H -0.013 0.872 0.487  0.072

=====

Entry 3:
Density functional theory data (ωB97M-V with the def2-TZVPD basis set) for a 2-piece molecular cluster, C3H9NO2 overall.

The value obtained for the frontier orbital gap (alpha / beta) is 10.48 / 5.78 eV. As for the spin multiplicity: 2. As for the total charge: +1. The energy above the lowest of the compared OMol25 structures with the same formula, charge and spin comes out at 61.2 kJ/mol.

Last column: Mulliken spin population.
Cartesian coordinates (Å):
C -0.792 -2.253 0.642  -0.002
C -0.721 -1.083 -0.278  -0.074
N 0.405 -0.191 -0.317  0.680
C 1.749 -0.691 -0.357  0.006
O -1.565 -0.719 -1.044  0.329
H -0.069 -3.014 0.331  -0.007
H -1.792 -2.652 0.624  -0.002
H -0.450 -1.947 1.619  0.002
H 0.068 0.674 -0.755  -0.027
H 1.941 -1.288 -1.273  0.064
H 2.459 0.118 -0.323  0.015
H 1.842 -1.425 0.443  0.016
H 1.164 4.159 1.578  0.000
H 0.519 4.278 0.168  0.000
O 0.348 4.033 1.089  0.000

=====

Entry 4:
Density functional theory data (ωB97M-V with the def2-TZVPD basis set) for a 2-piece molecular cluster, C3H9NO2S overall.

The value obtained for the frontier orbital gap is 8.98 eV. As for the total charge: 0. The energy above the lowest of the compared OMol25 structures with the same formula, charge and spin comes out at 574.4 kJ/mol.

Last column: Löwdin charge in e.
Cartesian coordinates (Å):
C -2.491 0.062 2.706  0.005
C 0.698 -1.403 1.185  -0.138
C 0.196 0.035 -1.847  -0.246
N -0.334 -0.511 0.723  -0.349
O -1.436 1.361 -0.353  -0.511
O -3.137 0.580 1.678  -0.056
S -0.099 0.823 -0.218  0.841
H -3.300 -0.295 3.400  0.000
H 1.176 -2.092 0.530  0.066
H 1.356 -0.660 1.499  0.057
H 0.305 -1.983 1.997  0.082
H -0.802 -0.564 -2.209  0.121
H 0.478 0.607 -2.748  0.048
H 1.004 -0.585 -1.615  -0.009
H -1.225 -0.990 0.512  0.103
H -2.476 1.000 1.152  -0.015

=====

Entry 5:
Density functional theory data (ωB97M-V with the def2-TZVPD basis set) for a 2-piece molecular cluster, C3H9NO2S overall.

The value obtained for the frontier orbital gap is 9.68 eV. As for the total charge: 0. The energy above the lowest of the compared OMol25 structures with the same formula, charge and spin comes out at 216.9 kJ/mol.

Last column: Löwdin charge in e.
Cartesian coordinates (Å):
N -0.775 0.878 0.959  0.027
C -0.997 0.515 -0.436  -0.482
C -2.438 0.684 -0.873  -0.181
O -3.186 -0.243 -1.235  0.032
C -0.503 -0.861 -0.847  -0.482
S 1.307 -0.920 -1.283  0.702
H -0.738 1.936 1.065  0.104
H 0.247 0.637 1.206  0.094
H -0.450 1.215 -1.110  0.131
H -2.879 1.666 -0.643  0.122
H -0.468 -1.552 0.011  0.077
H -1.039 -1.298 -1.655  0.058
H 1.715 -0.312 -0.140  -0.175
O 3.231 -0.430 1.575  -0.109
H 3.905 -0.619 2.269  0.057
H 3.069 -1.296 1.138  0.027

=====

Entry 6:
Density functional theory data (ωB97M-V with the def2-TZVPD basis set) for a 2-piece molecular cluster, C3H9NO2S overall.

The value obtained for the frontier orbital gap is 8.23 eV. As for the total charge: 0. The energy above the lowest of the compared OMol25 structures with the same formula, charge and spin comes out at 547.6 kJ/mol.

Last column: Löwdin charge in e.
Cartesian coordinates (Å):
C 1.768 0.013 -0.149  -0.182
C 0.581 -0.305 -1.021  -0.436
S -0.187 1.157 -1.372  0.702
O 0.485 2.333 -1.721  -0.332
O -1.018 1.637 -0.142  -0.270
H 2.618 0.222 -0.794  0.070
H 1.533 0.883 0.448  0.063
H 1.867 -0.907 0.411  0.061
H 0.554 -0.968 -1.867  0.046
H -1.289 0.842 -2.155  0.085
H -0.932 0.912 0.550  -0.013
C -1.197 -1.449 1.266  -0.106
N -1.077 -0.258 1.654  0.005
H -1.269 -1.641 0.154  0.073
H -1.496 -2.350 2.040  0.123
H -0.941 -0.122 2.698  0.111

=====

Entry 7:
Density functional theory data (ωB97M-V with the def2-TZVPD basis set) for a 2-piece molecular cluster, C3H9NO2S overall.

The value obtained for the frontier orbital gap is 9.70 eV. As for the total charge: 0. The energy above the lowest of the compared OMol25 structures with the same formula, charge and spin comes out at 166.2 kJ/mol.

Last column: Löwdin charge in e.
Cartesian coordinates (Å):
N 1.045 -1.915 -0.154  0.138
C 0.896 -0.549 -0.290  -0.592
O 1.663 0.211 0.144  0.092
C -0.533 -0.072 -0.541  -0.159
C -1.242 -0.267 0.850  -0.569
S -3.029 -0.233 0.790  0.693
H 0.442 -2.563 -0.656  0.103
H 2.066 -2.218 0.052  0.156
H -1.154 -0.613 -1.275  0.098
H -0.590 0.911 -1.054  0.123
H -1.247 -1.287 1.190  0.037
H -0.875 0.535 1.451  0.075
H -3.163 0.185 2.062  -0.134
O 1.524 2.815 -0.871  -0.057
H 1.735 1.960 -0.631  -0.077
H 2.462 3.098 -1.069  0.073

=====

Entry 8:
Density functional theory data (ωB97M-V with the def2-TZVPD basis set) for a 2-piece molecular cluster, C3H9NO2S2 overall.

The value obtained for the frontier orbital gap is 7.59 eV. As for the total charge: 0. The energy above the lowest of the compared OMol25 structures with the same formula, charge and spin comes out at 534.8 kJ/mol.

Last column: Löwdin charge in e.
Cartesian coordinates (Å):
C -0.146 2.122 0.893  -0.052
C -1.944 -1.127 -1.019  0.003
C -0.529 -0.168 0.741  -0.273
N 1.552 -0.825 -0.177  -0.990
O -0.823 1.032 0.289  -0.097
O -1.194 -1.188 0.257  -0.068
S 1.740 0.187 -1.422  0.558
S 2.664 -0.792 1.159  0.547
H 0.463 2.421 -0.031  0.097
H 0.501 1.798 1.776  0.119
H -0.862 2.992 1.065  0.115
H -2.139 -2.263 -1.299  0.138
H -1.343 -0.726 -1.867  0.088
H -2.817 -0.524 -0.770  0.087
H -0.109 -0.234 1.717  0.117
H 1.925 -0.665 -2.403  -0.186
H 3.061 -2.040 1.090  -0.204

=====

Entry 9:
Density functional theory data (ωB97M-V with the def2-TZVPD basis set) for C3H9NO2Si2 in the gas phase.

The value obtained for the frontier orbital gap is 9.83 eV. As for the total charge: 0.

Last column: Löwdin charge in e.
Cartesian coordinates (Å):
C -2.446 1.574 -0.265  0.001
C -1.598 0.552 -0.310  -0.229
Si 0.371 1.161 0.238  0.631
O 1.559 0.028 0.026  -0.578
Si 3.114 -0.598 0.203  0.549
C -1.972 -0.893 0.009  -0.644
N -1.054 -1.778 -0.370  0.152
O -2.963 -1.218 0.561  0.084
H -1.989 2.592 -0.380  0.061
H -3.436 1.620 -0.347  0.022
H 0.564 2.430 -0.510  -0.035
H 0.476 1.163 1.878  0.011
H 2.947 -2.089 0.375  -0.056
H 3.809 -0.284 -1.063  -0.069
H 3.989 -0.154 1.175  -0.109
H -0.352 -1.311 -0.948  0.078
H -1.017 -2.794 -0.273  0.131

=====

Entry 10:
Density functional theory data (ωB97M-V with the def2-TZVPD basis set) for a 2-piece molecular cluster, C3H9NO3 overall.

The value obtained for the frontier orbital gap is 10.59 eV. As for the total charge: 0. The energy above the lowest of the compared OMol25 structures with the same formula, charge and spin comes out at 261.4 kJ/mol.

Last column: Löwdin charge in e.
Cartesian coordinates (Å):
O 0.532 -1.521 -1.255  0.010
C -0.416 -0.745 -1.429  -0.312
N -0.623 0.255 -0.543  -0.047
C -1.613 0.458 0.440  -0.200
C -1.040 0.267 1.879  -0.230
O 0.044 -0.616 2.026  -0.043
H -1.184 -1.045 -2.161  0.138
H 0.249 0.654 -0.128  0.151
H -2.363 -0.335 0.170  0.134
H -2.068 1.452 0.208  0.125
H -1.796 -0.125 2.602  0.133
H -0.746 1.305 2.084  0.109
H 0.572 -0.636 1.248  0.043
O 3.882 0.255 -1.742  -0.033
H 3.447 -0.525 -1.632  -0.042
H 3.123 0.900 -1.767  0.063

=====

Entry 11:
Density functional theory data (ωB97M-V with the def2-TZVPD basis set) for a 2-piece molecular cluster, C3H9NO3 overall.

The value obtained for the frontier orbital gap is 9.52 eV. As for the total charge: 0. The energy above the lowest of the compared OMol25 structures with the same formula, charge and spin comes out at 279.9 kJ/mol.

Last column: Löwdin charge in e.
Cartesian coordinates (Å):
N -0.714 -0.896 2.958  -0.066
C 0.416 -0.747 1.912  -0.237
C 0.726 0.747 1.627  -0.086
C 0.919 0.739 0.099  -0.399
O 1.174 -0.180 -0.722  0.063
O 0.910 2.095 -0.331  0.030
H -1.183 -0.102 3.287  -0.009
H -1.646 -1.534 2.921  0.123
H 1.339 -1.147 2.343  0.093
H 0.101 -1.515 1.096  0.137
H 1.526 1.061 2.210  0.094
H -0.119 1.361 2.084  0.139
H 0.488 2.020 -1.220  0.120
O -1.595 -0.808 -6.008  -0.031
H -0.866 -1.203 -6.442  0.012
H -1.476 0.107 -5.815  0.019

=====

Entry 12:
Density functional theory data (ωB97M-V with the def2-TZVPD basis set) for a 2-piece molecular cluster, C3H9NO3 overall.

The value obtained for the frontier orbital gap is 10.44 eV. As for the total charge: 0. The energy above the lowest of the compared OMol25 structures with the same formula, charge and spin comes out at 193.1 kJ/mol.

Last column: Löwdin charge in e.
Cartesian coordinates (Å):
C -0.361 -1.737 -0.220  -0.056
C 0.663 -0.733 -0.791  -0.318
N 0.700 0.375 0.226  0.033
C 0.194 -0.123 -2.187  -0.409
O 0.402 1.025 -2.558  0.092
O -0.375 -0.975 -3.127  0.062
H -0.116 -2.606 -0.771  0.067
H -1.326 -1.343 -0.365  0.076
H -0.161 -1.931 0.778  0.052
H 1.575 -1.351 -0.998  0.146
H 1.375 1.054 0.028  0.035
H 0.938 0.018 1.213  0.114
H 0.220 -0.852 -3.870  0.107
O -0.946 2.858 4.097  -0.039
H -1.491 3.586 3.640  0.092
H -1.292 2.736 4.903  -0.054